{
  "formula": "C13H28IrNO2PSi",
  "method": "ωB97M-V/def2-TZVPD",
  "s_squared": 8.792,
  "total_energy_ev": -39517.8779,
  "multiplicity": 6,
  "homo_ha": [-0.0886, -0.2731],
  "de_lowest_kcal_mol": 34.6,
  "orbital_gap_ha": [0.09101, 0.19424],
  "lumo_ev": [0.066, -2.147],
  "charge": 0,
  "species": ["Ir", "Si", "P", "N", "H", "C", "H", "H", "H", "C", "H", "H", "H", "C", "H", "H", "H", "C", "H", "H", "H", "H", "H", "C", "C", "C", "C", "C", "C", "H", "H", "H", "H", "H", "C", "O", "C", "H", "H", "H", "C", "H", "H", "H", "O", "H", "H"],
  "coordinates": [[-0.002, 0.556, 0.670], [-0.917, 0.034, 2.777], [-0.112, -1.610, -0.024], [-0.963, 1.169, -0.742], [-0.464, 1.522, 1.898], [0.642, -1.981, -1.657], [0.504, -3.046, -1.921], [1.713, -1.736, -1.656], [0.169, -1.367, -2.436], [0.495, -3.002, 0.987], [0.132, -3.953, 0.556], [0.118, -2.906, 2.015], [1.596, -3.011, 1.000], [-1.876, -2.014, -0.361], [-1.978, -3.102, -0.501], [-2.204, -1.487, -1.269], [-2.483, -1.691, 0.495], [0.272, -0.218, 4.208], [1.267, 0.187, 3.973], [0.340, -1.300, 4.399], [-0.121, 0.274, 5.111], [-2.034, 0.853, 3.372], [-1.534, -1.276, 2.491], [-2.085, 1.543, -1.348], [-3.285, 2.352, -3.289], [-2.086, 1.994, -2.712], [-3.308, 1.478, -0.606], [-4.496, 1.832, -1.220], [-4.478, 2.267, -2.552], [-3.294, 2.701, -4.316], [-1.119, 2.026, -3.220], [-3.244, 1.142, 0.443], [-5.411, 1.762, -0.630], [-5.420, 2.550, -3.022], [3.721, 0.134, -0.474], [2.801, 0.346, -1.273], [4.670, 1.242, -0.048], [4.950, 1.100, 1.007], [4.143, 2.190, -0.169], [5.557, 1.246, -0.706], [3.988, -1.232, 0.114], [3.868, -2.006, -0.656], [3.303, -1.413, 0.952], [5.013, -1.303, 0.498], [1.328, 2.146, 0.231], [1.534, 2.050, -0.734], [0.788, 2.958, 0.346]],
  "lowdin_spin": [1.55, 0.14, 0.14, 1.06, 0.09, 0.05, 0.01, 0.00, 0.00, 0.02, 0.00, 0.00, 0.00, 0.00, 0.00, 0.00, 0.00, 0.06, 0.01, 0.00, 0.01, 0.01, 0.00, 0.23, 0.19, 0.34, 0.30, 0.24, 0.23, 0.01, 0.03, 0.01, 0.02, 0.01, 0.01, 0.02, 0.00, 0.00, 0.00, 0.00, 0.01, 0.00, 0.01, 0.00, 0.15, 0.02, 0.01]
}

---

{
  "formula": "C36H33As2F2MnO6S",
  "method": "ωB97M-V/def2-TZVPD",
  "s_squared": 0.803,
  "total_energy_ev": -219419.7879,
  "multiplicity": 2,
  "homo_ha": [-0.1510, -0.1518],
  "de_lowest_kcal_mol": 9.2,
  "orbital_gap_ha": [0.22611, 0.22681],
  "lumo_ev": [2.043, 2.042],
  "charge": -1,
  "species": ["Mn", "C", "C", "As", "C", "C", "C", "C", "C", "C", "C", "C", "C", "C", "C", "C", "As", "C", "C", "C", "C", "C", "C", "C", "C", "C", "C", "C", "C", "H", "H", "H", "H", "H", "H", "H", "H", "H", "H", "H", "H", "H", "H", "H", "H", "H", "H", "H", "H", "H", "H", "H", "H", "O", "C", "C", "O", "C", "C", "O", "C", "O", "O", "F", "C", "F", "H", "O", "S", "C", "C", "C", "C", "H", "H", "H", "H", "H", "H", "H", "H"],
  "coordinates": [[0.181, -0.725, -1.630], [0.836, -0.726, 2.046], [1.561, 0.496, 1.489], [2.170, 0.247, -0.365], [2.560, 2.117, -0.800], [2.375, 2.540, -2.112], [2.636, 3.858, -2.472], [3.080, 4.765, -1.523], [3.267, 4.350, -0.210], [3.011, 3.034, 0.146], [4.014, -0.322, -0.056], [4.998, 0.017, -0.981], [6.305, -0.417, -0.811], [6.643, -1.202, 0.283], [5.668, -1.551, 1.204], [4.360, -1.113, 1.034], [-0.833, -1.136, 1.081], [-1.349, -2.619, 2.236], [-2.334, -2.561, 3.216], [-2.660, -3.698, 3.946], [-2.008, -4.897, 3.701], [-1.034, -4.964, 2.713], [-0.711, -3.833, 1.980], [-2.005, 0.278, 1.735], [-1.744, 1.132, 2.800], [-2.644, 2.135, 3.137], [-3.825, 2.282, 2.421], [-4.101, 1.426, 1.363], [-3.188, 0.440, 1.014], [0.641, -0.627, 3.117], [1.421, -1.638, 1.914], [2.413, 0.770, 2.114], [0.888, 1.356, 1.436], [1.995, 1.850, -2.856], [2.482, 4.171, -3.498], [3.281, 5.793, -1.802], [3.616, 5.052, 0.538], [3.174, 2.727, 1.172], [4.748, 0.632, -1.838], [7.060, -0.142, -1.536], [7.662, -1.544, 0.414], [5.920, -2.169, 2.057], [3.612, -1.399, 1.763], [-2.856, -1.632, 3.413], [-3.434, -3.644, 4.702], [-2.272, -5.784, 4.263], [-0.542, -5.903, 2.492], [0.015, -3.909, 1.175], [-0.830, 1.026, 3.373], [-2.426, 2.800, 3.964], [-4.530, 3.058, 2.691], [-5.023, 1.528, 0.804], [-3.389, -0.210, 0.168], [-3.000, -5.786, -0.961], [-2.354, -4.782, -1.131], [-0.848, -4.631, -0.929], [-0.096, -5.492, -0.508], [-0.551, -3.246, -1.281], [-1.722, -2.558, -1.643], [-1.689, -1.303, -1.924], [-2.894, -3.419, -1.554], [-4.064, -3.131, -1.729], [0.582, -2.630, -1.222], [0.491, 0.733, -4.096], [0.910, -0.494, -3.465], [0.374, -1.475, -4.300], [1.990, -0.522, -3.673], [-0.522, 1.146, -0.926], [-1.029, 2.141, -1.968], [-1.972, 3.349, -1.012], [-3.233, 3.692, -1.824], [-3.319, 2.728, -3.029], [-2.543, 1.471, -2.665], [-1.327, 4.198, -0.796], [-2.201, 2.829, -0.080], [-3.218, 4.728, -2.158], [-4.107, 3.574, -1.183], [-2.874, 3.192, -3.912], [-4.350, 2.484, -3.282], [-2.285, 0.819, -3.496], [-3.007, 0.870, -1.880]],
  "lowdin_spin": [1.01, 0.00, 0.00, -0.01, 0.00, 0.00, 0.00, 0.00, 0.00, 0.00, 0.00, 0.00, 0.00, 0.00, 0.00, 0.00, 0.00, 0.00, 0.00, 0.00, 0.00, 0.00, 0.00, 0.00, 0.00, 0.00, 0.00, 0.00, 0.00, 0.00, 0.00, 0.00, 0.00, 0.00, 0.00, 0.00, 0.00, 0.00, 0.00, 0.00, 0.00, 0.00, 0.00, 0.00, 0.00, 0.00, 0.00, 0.00, 0.00, 0.00, 0.00, 0.00, 0.00, 0.00, 0.00, 0.00, 0.00, 0.00, 0.00, 0.01, 0.00, 0.00, 0.01, 0.00, -0.02, 0.00, 0.00, 0.01, 0.00, 0.00, 0.00, 0.00, 0.00, 0.00, 0.00, 0.00, 0.00, 0.00, 0.00, 0.00, 0.00]
}

---

{
  "formula": "C3H4N2O",
  "method": "ωB97M-V/def2-TZVPD",
  "total_energy_ev": -8202.4025,
  "homo_ha": -0.3218,
  "de_lowest_kcal_mol": 34.2,
  "orbital_gap_ha": 0.34999,
  "lumo_ev": 0.768,
  "charge": 0,
  "species": ["O", "C", "C", "N", "N", "C", "H", "H", "H", "H"],
  "coordinates": [[2.057, -0.030, -0.133], [0.705, 0.078, -0.144], [-0.054, 1.247, -0.405], [-1.335, 1.037, -0.161], [-1.431, -0.264, 0.155], [-0.210, -0.884, 0.184], [2.273, -0.898, 0.238], [0.274, 2.189, -0.825], [-2.179, -0.523, 0.778], [-0.098, -1.952, 0.313]],
  "nbo_charge": [-0.66, 0.19, -0.10, -0.24, -0.34, -0.17, 0.48, 0.22, 0.40, 0.22]
}